1.
{
  "formula": "C5H14N2O",
  "method": "ωB97M-V/def2-TZVPD",
  "symbols": ["C", "N", "C", "N", "C", "C", "C", "O", "H", "H", "H", "H", "H", "H", "H", "H", "H", "H", "H", "H", "H", "H"],
  "coordinates": [[0.116, 0.682, 0.402], [-0.326, 1.735, -0.614], [0.597, 2.862, -0.807], [1.842, 2.434, -1.393], [-0.202, -0.628, -0.325], [0.434, -1.792, 0.548], [-0.632, -2.727, 1.319], [-1.889, -2.522, 0.747], [-0.681, 0.831, 1.133], [1.055, 1.030, 0.855], [-1.275, 2.052, -0.443], [0.032, 3.545, -1.421], [0.824, 3.468, 0.115], [1.810, 1.826, -2.198], [2.435, 1.966, -0.716], [-1.215, -0.893, -0.594], [0.385, -0.911, -1.221], [1.171, -1.404, 1.294], [1.034, -2.535, 0.020], [-0.307, -3.805, 1.163], [-0.582, -2.596, 2.409], [-2.522, -2.501, 1.468]],
  "homo_lumo_gap_ev": 9.304,
  "relative_energy_ev": 3.3442,
  "smiles": "NCNCCCCO",
  "e_homo_ha": -0.311,
  "total_energy_ev": -10437.6839
}

---

2.
{
  "formula": "C44H49BrCl2KN11O3STe",
  "method": "ωB97M-V/def2-TZVPD",
  "symbols": ["K", "C", "O", "C", "C", "C", "C", "C", "C", "N", "N", "C", "O", "C", "C", "C", "C", "C", "C", "C", "O", "H", "H", "H", "H", "H", "H", "H", "H", "H", "H", "H", "H", "N", "N", "N", "C", "N", "N", "H", "H", "H", "Cl", "C", "Cl", "H", "H", "C", "C", "N", "C", "N", "C", "C", "C", "N", "C", "H", "H", "H", "H", "H", "H", "H", "H", "H", "H", "H", "H", "H", "C", "Te", "C", "C", "C", "C", "C", "C", "C", "H", "H", "H", "H", "H", "H", "H", "H", "N", "S", "C", "C", "C", "C", "C", "C", "C", "C", "C", "C", "C", "C", "H", "H", "H", "H", "H", "H", "H", "H", "H", "H", "H", "Br"],
  "coordinates": [[-0.354, 0.408, -1.134], [-3.826, -1.151, -3.786], [-3.662, -0.229, -4.862], [-2.705, 0.762, -4.791], [-2.932, 1.822, -5.637], [-2.020, 2.881, -5.758], [-0.846, 2.813, -5.041], [-0.562, 1.731, -4.198], [0.774, 1.674, -3.603], [1.353, 0.595, -3.259], [2.661, 0.610, -2.836], [2.878, 0.748, -1.571], [1.986, 0.956, -0.657], [4.315, 0.547, -1.171], [4.621, 0.113, 0.114], [5.939, -0.098, 0.503], [6.974, 0.131, -0.393], [6.678, 0.558, -1.685], [5.360, 0.757, -2.072], [-1.529, 0.693, -3.955], [-1.370, -0.188, -3.052], [-4.667, -1.785, -4.078], [-4.075, -0.637, -2.857], [-2.942, -1.754, -3.618], [-3.854, 1.815, -6.210], [-2.232, 3.713, -6.419], [-0.103, 3.600, -5.144], [1.321, 2.625, -3.555], [3.799, -0.099, 0.788], [6.161, -0.453, 1.504], [8.003, -0.024, -0.088], [7.481, 0.735, -2.391], [5.107, 1.063, -3.079], [1.370, 3.541, -0.124], [0.169, 3.716, 0.538], [0.116, 4.168, 1.770], [-1.198, 4.309, 1.930], [-1.885, 3.963, 0.840], [-0.993, 3.575, -0.051], [2.092, 3.719, 0.559], [1.500, 2.564, -0.484], [-1.650, 4.676, 2.837], [-3.736, -4.544, 0.194], [-3.645, -2.749, 0.195], [-2.269, -2.139, -0.718], [-3.569, -2.400, 1.218], [-4.551, -2.392, -0.274], [4.092, -3.867, -0.696], [3.223, -2.755, -1.250], [2.407, -2.264, -0.147], [1.632, -3.164, 0.566], [0.531, -2.754, 1.053], [-0.292, -3.655, 1.838], [0.508, -4.778, 2.481], [1.372, -5.419, 1.411], [2.216, -4.417, 0.787], [3.175, -4.955, -0.167], [4.692, -3.462, 0.123], [4.756, -4.272, -1.463], [2.609, -3.137, -2.077], [3.819, -1.934, -1.636], [1.893, -1.406, -0.319], [-1.060, -4.079, 1.192], [-0.809, -3.063, 2.597], [-0.157, -5.525, 2.922], [1.148, -4.368, 3.269], [0.730, -5.911, 0.663], [2.025, -6.184, 1.838], [2.653, -5.432, -1.012], [3.749, -5.735, 0.340], [-5.350, 0.395, -0.316], [-3.503, 1.311, 0.332], [-3.842, 2.353, -1.559], [-5.330, 2.433, -1.733], [-5.974, 3.403, -2.496], [-7.360, 3.425, -2.601], [-8.120, 2.475, -1.929], [-7.484, 1.497, -1.172], [-6.096, 1.460, -1.078], [-5.937, -0.020, 0.500], [-5.105, -0.419, -1.005], [-3.412, 1.748, -2.362], [-3.365, 3.331, -1.595], [-5.378, 4.140, -3.022], [-7.849, 4.181, -3.205], [-9.202, 2.499, -1.992], [-8.073, 0.751, -0.648], [-0.374, 0.845, 1.525], [1.084, 0.395, 1.858], [1.099, -0.803, 3.220], [2.327, -1.337, 3.605], [2.385, -2.231, 4.661], [1.215, -2.589, 5.331], [-0.003, -2.066, 4.926], [-0.070, -1.173, 3.858], [1.883, 1.662, 2.919], [3.067, 2.246, 2.498], [3.660, 3.246, 3.265], [3.060, 3.663, 4.443], [1.860, 3.086, 4.849], [1.271, 2.090, 4.089], [-0.960, 0.989, 2.350], [3.230, -1.046, 3.075], [3.339, -2.643, 4.967], [1.262, -3.278, 6.167], [-0.919, -2.350, 5.433], [-1.035, -0.791, 3.522], [3.522, 1.921, 1.569], [4.585, 3.702, 2.931], [3.514, 4.448, 5.035], [1.377, 3.419, 5.761], [0.329, 1.649, 4.401], [-3.721, -0.418, 2.866]],
  "homo_lumo_gap_ev": 5.474,
  "relative_energy_ev": 1.2371,
  "total_charge": -2,
  "e_homo_ha": -0.063,
  "total_energy_ev": -198498.0556
}

---

3.
{
  "formula": "C33H55F3N2O17P2S2",
  "method": "ωB97M-V/def2-TZVPD",
  "symbols": ["C", "C", "C", "C", "O", "C", "O", "C", "C", "C", "C", "C", "C", "P", "O", "O", "C", "C", "O", "C", "C", "C", "C", "C", "N", "C", "C", "C", "C", "C", "O", "S", "O", "O", "C", "F", "F", "F", "C", "P", "N", "O", "S", "O", "O", "H", "H", "H", "H", "H", "H", "H", "H", "H", "H", "H", "H", "H", "H", "H", "H", "H", "H", "H", "H", "H", "H", "H", "H", "H", "H", "H", "H", "H", "H", "H", "H", "H", "H", "H", "H", "H", "H", "H", "H", "H", "H", "H", "C", "C", "C", "O", "C", "O", "O", "H", "H", "H", "H", "H", "H", "C", "C", "C", "O", "C", "O", "O", "H", "H", "H", "H", "H", "H"],
  "coordinates": [[-6.095, 2.445, -1.534], [-4.638, 2.401, -1.040], [-4.513, 2.087, 0.451], [-3.165, 2.488, 1.036], [-2.148, 1.539, 0.663], [-1.644, 0.692, 1.626], [-2.640, -0.080, 2.205], [-3.309, 0.111, 3.459], [-4.148, -1.133, 3.690], [-0.661, -0.316, 0.847], [0.089, 0.506, -0.243], [-0.399, 0.622, -1.684], [0.523, 1.568, -2.470], [2.085, 0.913, -3.056], [2.587, 1.603, -4.256], [2.992, 1.047, -1.763], [4.401, 0.697, -1.879], [5.271, 1.928, -1.651], [1.897, -0.649, -3.259], [1.417, -1.099, -4.553], [0.872, -2.502, -4.403], [-1.611, -1.389, 0.253], [-2.658, -1.008, -0.561], [-3.513, -1.944, -1.088], [-3.409, -3.250, -0.884], [-2.408, -3.620, -0.115], [-1.502, -2.751, 0.457], [0.390, -0.895, 1.879], [-0.309, -1.599, 3.080], [0.588, -2.146, 4.199], [0.530, -1.205, 5.275], [1.640, -2.151, 1.270], [2.938, -1.696, 1.683], [1.237, -3.463, 1.695], [1.828, -2.293, -0.614], [2.222, -3.561, -0.840], [0.720, -2.034, -1.310], [2.807, -1.445, -0.973], [1.283, 0.214, 2.520], [2.549, 1.289, 1.622], [3.632, 1.822, 2.639], [0.503, 1.074, 3.362], [-0.719, 1.880, 2.776], [-0.212, 2.909, 1.922], [-1.522, 2.239, 3.895], [-6.235, 3.229, -2.277], [-6.779, 2.659, -0.711], [-6.398, 1.500, -1.985], [-4.111, 1.645, -1.627], [-4.160, 3.360, -1.251], [-5.303, 2.583, 1.019], [-4.602, 1.005, 0.594], [-3.230, 2.617, 2.115], [-2.837, 3.438, 0.608], [-3.939, 1.002, 3.465], [-2.605, 0.236, 4.279], [-3.548, -1.937, 4.114], [-4.609, -1.459, 2.758], [-4.938, -0.894, 4.403], [0.237, 1.520, 0.121], [1.108, 0.101, -0.314], [-0.515, -0.337, -2.185], [-1.374, 1.108, -1.695], [0.758, 2.432, -1.846], [0.010, 1.888, -3.378], [4.576, -0.056, -1.111], [4.583, 0.243, -2.852], [5.858, 2.182, -2.530], [5.918, 1.794, -0.785], [4.624, 2.778, -1.431], [2.237, -1.060, -5.266], [0.627, -0.425, -4.893], [1.665, -3.251, -4.396], [0.252, -2.725, -5.275], [0.238, -2.606, -3.526], [-2.838, 0.024, -0.795], [-4.339, -1.619, -1.711], [-2.307, -4.682, 0.079], [-0.742, -3.195, 1.076], [-0.952, -0.878, 3.571], [-0.967, -2.389, 2.741], [0.214, -3.116, 4.530], [1.628, -2.280, 3.899], [1.008, -1.566, 6.028], [1.955, -0.278, 3.219], [1.918, 2.330, 0.932], [3.108, 0.491, 0.621], [3.372, 1.516, 3.573], [0.036, -5.260, -2.206], [-0.933, -5.681, -3.277], [-0.609, -6.969, -4.005], [-1.223, -6.750, -5.282], [-1.255, -5.414, -5.504], [-1.528, -4.902, -6.537], [-0.923, -4.746, -4.373], [-0.298, -4.336, -1.741], [0.115, -6.027, -1.434], [1.023, -5.082, -2.633], [-1.955, -5.713, -2.886], [-1.021, -7.859, -3.538], [0.466, -7.093, -4.155], [2.021, 5.880, 3.178], [3.117, 5.915, 2.148], [4.463, 5.403, 2.604], [5.359, 6.121, 1.739], [4.756, 7.282, 1.395], [5.290, 8.186, 0.840], [3.454, 7.267, 1.772], [1.081, 6.237, 2.759], [1.877, 4.856, 3.524], [2.275, 6.516, 4.026], [2.802, 5.393, 1.238], [4.575, 4.328, 2.479], [4.687, 5.679, 3.637]],
  "homo_lumo_gap_ev": 9.209,
  "smiles": "CCCCO[C@@]1(OCC)[C@](CCCP(=O)(OCC)OCC)(c2ccncc2)[C@@](CCO)(S(=O)(=O)C(F)(F)F)[C@@H]([PH2]=N)OS1(=O)=O.C[C@@H]1COC(=O)O1.C[C@@H]1COC(=O)O1",
  "e_homo_ha": -0.336,
  "total_energy_ev": -121300.0795
}

---

4.
{
  "formula": "C3H4ClNO2S",
  "method": "ωB97M-V/def2-TZVPD",
  "symbols": ["C", "C", "C", "N", "O", "O", "S", "Cl", "H", "H", "H", "H"],
  "coordinates": [[-0.795, 0.426, 0.740], [-0.970, -0.919, -0.036], [0.011, 0.903, -0.446], [-0.558, -0.201, -1.225], [-1.487, 0.908, 1.595], [2.130, -0.885, -0.277], [1.970, 0.546, -0.067], [1.950, 0.737, 1.975], [-0.281, -1.761, 0.276], [-2.066, -1.111, 0.142], [-0.072, 1.867, -0.838], [0.169, -0.509, -1.838]],
  "homo_lumo_gap_ev": 9.153,
  "relative_energy_ev": 1.2651,
  "e_homo_ha": -0.345,
  "total_energy_ev": -32116.0360
}

---

5.
{
  "formula": "C4H23NO10",
  "method": "ωB97M-V/def2-TZVPD",
  "symbols": ["O", "C", "C", "C", "O", "N", "C", "O", "H", "H", "H", "H", "H", "H", "H", "H", "H", "H", "H", "O", "H", "H", "O", "H", "H", "O", "H", "H", "O", "H", "H", "O", "H", "H", "O", "H", "H", "O"],
  "coordinates": [[-0.381, -2.200, -1.188], [0.395, -1.335, -0.854], [-0.066, -0.421, 0.320], [0.951, 0.668, 0.373], [0.903, 1.412, -0.903], [-0.207, -1.164, 1.511], [-1.504, -1.725, 1.865], [-2.200, -2.718, 1.201], [1.162, -1.180, -1.523], [-1.106, 0.032, -0.097], [0.749, 1.313, 1.100], [2.014, 0.318, 0.297], [0.323, 0.942, -1.458], [0.611, -1.673, 1.703], [-1.418, -2.313, 2.840], [-2.170, -0.826, 1.900], [-2.052, -2.605, 0.156], [1.421, -4.283, 0.735], [0.365, -3.701, 1.562], [1.276, -3.749, 1.413], [0.124, 3.610, 3.592], [0.211, 2.212, 3.073], [0.658, 3.065, 3.074], [3.559, -2.265, -1.243], [3.835, -0.698, -2.002], [3.227, -1.546, -1.781], [-3.296, 2.421, -0.274], [-2.991, 3.674, 0.693], [-3.256, 3.348, -0.087], [1.707, 2.210, -2.975], [0.637, 2.061, -4.320], [0.929, 1.683, -3.463], [2.331, 3.643, -0.121], [1.333, 3.159, -1.231], [1.895, 3.941, -0.942], [-2.605, -1.702, -1.174], [-3.833, -1.817, -0.422], [-3.532, -1.791, -1.350]],
  "homo_lumo_gap_ev": 9.676,
  "relative_energy_ev": 6.3659,
  "smiles": "O=C[C@H](CO)NCO.O.O.O.O.O.O.O",
  "e_homo_ha": -0.354,
  "total_energy_ev": -26482.0099
}

---

6.
{
  "formula": "C33H45N6O4PS2Sn",
  "method": "ωB97M-V/def2-TZVPD",
  "symbols": ["Sn", "C", "O", "C", "N", "C", "C", "C", "C", "C", "C", "C", "C", "C", "C", "C", "C", "N", "C", "N", "C", "C", "O", "C", "C", "C", "C", "C", "C", "H", "H", "H", "H", "H", "H", "H", "H", "H", "H", "H", "H", "H", "H", "H", "H", "H", "H", "H", "N", "C", "C", "C", "N", "C", "C", "N", "C", "H", "H", "H", "H", "H", "H", "H", "H", "H", "H", "H", "H", "H", "H", "H", "H", "C", "C", "O", "P", "S", "S", "O", "C", "C", "H", "H", "H", "H", "H", "H", "H", "H", "H", "H"],
  "coordinates": [[-0.088, 0.192, -0.167], [2.927, 0.464, 4.062], [2.176, 1.667, 3.751], [1.566, 1.452, 2.596], [1.689, 0.315, 2.028], [2.557, -0.510, 2.911], [3.805, -1.097, 2.296], [4.491, -2.073, 3.018], [5.638, -2.650, 2.497], [6.118, -2.247, 1.257], [5.464, -1.244, 0.559], [4.325, -0.656, 1.092], [0.687, 2.538, 2.120], [0.385, 3.618, 2.942], [-0.491, 4.588, 2.475], [-1.034, 4.455, 1.205], [-0.676, 3.342, 0.456], [0.158, 2.407, 0.903], [-1.248, 3.086, -0.876], [-1.077, 2.004, -1.542], [-1.910, 2.120, -2.772], [-2.507, 3.547, -2.655], [-2.047, 4.015, -1.360], [-1.219, 1.954, -4.104], [-2.021, 1.996, -5.245], [-1.462, 1.819, -6.499], [-0.091, 1.626, -6.628], [0.712, 1.632, -5.499], [0.148, 1.799, -4.241], [2.630, 0.117, 5.048], [3.985, 0.713, 4.068], [1.945, -1.342, 3.272], [4.130, -2.380, 3.995], [6.156, -3.418, 3.054], [7.008, -2.702, 0.844], [5.852, -0.907, -0.394], [3.866, 0.186, 0.596], [0.839, 3.687, 3.922], [-0.752, 5.434, 3.096], [-1.715, 5.186, 0.792], [-2.691, 1.355, -2.708], [-3.593, 3.575, -2.666], [-2.114, 4.219, -3.414], [-3.088, 2.176, -5.153], [-2.095, 1.824, -7.376], [0.349, 1.495, -7.607], [1.786, 1.534, -5.601], [0.780, 1.843, -3.372], [-3.952, 0.344, 4.625], [-2.840, 0.883, 3.736], [-1.689, -0.112, 3.635], [-1.994, -1.383, 2.798], [-0.924, -1.564, 1.798], [-3.343, -1.318, 2.069], [-3.642, 0.035, 1.413], [-2.807, 0.164, 0.201], [-3.374, 1.243, 2.352], [-3.611, 0.117, 5.561], [-4.348, -0.503, 4.222], [-4.709, 1.024, 4.721], [-2.495, 1.786, 4.236], [-1.334, -0.379, 4.633], [-0.872, 0.417, 3.139], [-2.022, -2.245, 3.470], [-1.109, -2.405, 1.254], [-0.035, -1.716, 2.270], [-4.161, -1.605, 2.734], [-3.352, -2.085, 1.290], [-4.698, 0.042, 1.130], [-3.105, 0.975, -0.337], [-2.966, -0.640, -0.403], [-4.263, 1.873, 2.447], [-2.605, 1.860, 1.883], [-0.609, -2.400, -5.633], [0.404, -3.103, -4.766], [1.099, -2.114, -3.923], [0.947, -1.961, -2.396], [1.903, -0.240, -1.909], [-0.960, -1.906, -1.740], [1.717, -3.192, -1.794], [1.769, -3.488, -0.383], [2.900, -4.456, -0.136], [-1.172, -3.139, -6.204], [-0.110, -1.725, -6.324], [-1.309, -1.829, -5.022], [1.189, -3.566, -5.357], [-0.050, -3.859, -4.125], [0.809, -3.916, -0.088], [1.933, -2.553, 0.168], [2.820, -5.310, -0.809], [2.846, -4.828, 0.887], [3.866, -3.979, -0.296]],
  "homo_lumo_gap_ev": [6.789, 5.053],
  "s2": 0.757,
  "spin_multiplicity": 2,
  "total_charge": 3,
  "e_homo_ha": [-0.565, -0.565],
  "total_energy_ev": -88852.4470
}

---

Please write out number 4 again, unchanged.
{
  "formula": "C3H4ClNO2S",
  "method": "ωB97M-V/def2-TZVPD",
  "symbols": ["C", "C", "C", "N", "O", "O", "S", "Cl", "H", "H", "H", "H"],
  "coordinates": [[-0.795, 0.426, 0.740], [-0.970, -0.919, -0.036], [0.011, 0.903, -0.446], [-0.558, -0.201, -1.225], [-1.487, 0.908, 1.595], [2.130, -0.885, -0.277], [1.970, 0.546, -0.067], [1.950, 0.737, 1.975], [-0.281, -1.761, 0.276], [-2.066, -1.111, 0.142], [-0.072, 1.867, -0.838], [0.169, -0.509, -1.838]],
  "homo_lumo_gap_ev": 9.153,
  "relative_energy_ev": 1.2651,
  "e_homo_ha": -0.345,
  "total_energy_ev": -32116.0360
}